(1)
Molecular formula: C8H8O2
Method: DFT, ωB97M-V/def2-TZVPD

- energy above the lowest of the compared OMol25 structures with the same formula, charge and spin (kJ/mol) = 275.38
- maximum force (eV/A) = 4.7
- E (a.u.) = -459.97794
- total charge = 0
- gap between HOMO and LUMO (eV) = 8.66

Atoms and positions in Å:
C1 -1.230 0.229 1.825
C2 -0.861 0.308 0.406
C3 -1.541 0.670 -0.688
C4 -0.972 0.278 -1.987
C5 0.223 -0.302 -2.201
C6 1.215 -0.664 -1.231
O1 2.280 -1.208 -1.472
C7 0.772 -0.403 0.166
C8 1.748 0.025 1.167
O2 1.127 -1.235 1.203
H1 -0.857 1.199 2.312
H2 -0.854 -0.720 2.385
H3 -2.238 0.352 2.113
H4 -2.492 1.083 -0.848
H5 -1.472 0.407 -2.858
H6 0.652 -0.648 -3.120
H7 2.749 -0.112 0.903
H8 1.750 0.741 1.927

(2)
Molecular formula: C4H11N3O2
Method: DFT, ωB97M-V/def2-TZVPD

- energy above the lowest of the compared OMol25 structures with the same formula, charge and spin (kJ/mol) = 221.45
- maximum force (eV/A) = 6.6
- E (a.u.) = -473.71842
- total charge = 0
- gap between HOMO and LUMO (eV) = 9.62

Atoms and positions in Å:
C1 0.004 -1.927 -0.968
N1 0.003 -0.908 0.126
C2 0.642 -1.234 1.152
N2 1.350 -2.406 1.441
N3 0.691 -0.273 2.138
H1 0.873 -2.650 -0.826
H2 0.258 -1.348 -1.847
H3 -0.847 -2.602 -0.921
H4 1.282 -3.090 0.778
H5 2.035 -2.312 2.025
H6 1.503 -0.303 2.735
H7 0.285 0.629 1.932
C3 -1.205 1.769 -1.467
C4 -1.306 3.009 -0.628
O1 -2.277 3.601 -0.480
O2 0.002 3.387 -0.290
H8 -2.010 1.058 -0.958
H9 -0.222 1.132 -1.419
H10 -1.541 1.893 -2.440
H11 0.481 2.574 -0.083

(3)
Molecular formula: C41H32N4O3PRuS2
Method: DFT, ωB97M-V/def2-TZVPD

- energy above the lowest of the compared OMol25 structures with the same formula, charge and spin (kJ/mol) = 38.75
- maximum force (eV/A) = 2.7
- E (a.u.) = -3258.51862
- total charge = +2
- gap between HOMO and LUMO (spin up / spin down) (eV) = 6.71 / 5.53
- expectation value of S² = 0.756
- multiplicity = 2

Atoms and positions in Å:
Ru1 0.797 -0.134 0.698
S1 7.781 -1.222 0.364
C1 8.151 -2.837 -0.032
C2 7.051 -3.531 -0.443
C3 5.881 -2.734 -0.435
C4 6.120 -1.450 -0.017
C5 5.147 -0.367 0.068
C6 3.804 -0.686 0.348
N1 2.832 0.209 0.362
C7 3.137 1.524 0.138
C8 4.451 1.940 -0.110
C9 4.703 3.338 -0.357
C10 3.696 4.234 -0.376
C11 2.337 3.828 -0.136
C12 1.256 4.711 -0.173
C13 -0.037 4.256 0.054
C14 -0.193 2.879 0.340
N2 0.811 2.032 0.395
C15 2.071 2.481 0.141
C16 -1.192 5.129 0.017
C17 -1.223 6.466 -0.344
C18 -2.509 7.018 -0.270
C19 -3.448 6.103 0.146
S2 -2.769 4.567 0.451
C20 5.455 0.964 -0.143
H1 9.163 -3.195 0.066
H2 7.083 -4.565 -0.750
H3 4.914 -3.080 -0.775
H4 3.532 -1.712 0.565
H5 5.723 3.651 -0.539
H6 3.894 5.279 -0.574
H7 1.442 5.755 -0.384
H8 -1.181 2.472 0.526
H9 -0.359 7.030 -0.659
H10 -2.741 8.043 -0.514
H11 -4.504 6.261 0.293
H12 6.473 1.259 -0.367
N3 0.754 0.293 2.734
C21 -0.660 0.229 3.215
C22 -1.566 0.561 2.030
O1 -2.494 1.295 2.084
O2 -1.159 -0.048 0.922
H13 1.328 -0.388 3.237
H14 1.152 1.212 2.919
H15 -0.837 0.907 4.047
H16 -0.872 -0.787 3.537
O3 0.225 0.586 -2.112
N4 0.086 -0.520 -1.228
C23 -1.001 -1.173 -1.493
C24 -1.528 -2.406 -0.825
C25 -2.769 -2.887 -1.222
C26 -3.340 -3.975 -0.572
C27 -2.675 -4.591 0.480
C28 -1.420 -4.139 0.879
C29 -0.862 -3.058 0.225
P1 0.771 -2.450 0.418
C30 1.656 -3.027 -1.063
C31 1.625 -4.396 -1.340
C32 2.305 -4.904 -2.437
C33 3.010 -4.050 -3.272
C34 3.020 -2.684 -3.023
C35 2.340 -2.173 -1.927
C36 1.606 -3.311 1.799
C37 1.146 -3.051 3.094
C38 1.765 -3.610 4.198
C39 2.876 -4.429 4.025
C40 3.339 -4.700 2.750
C41 2.703 -4.153 1.639
H17 -0.084 1.339 -1.598
H18 -1.631 -0.740 -2.266
H19 -3.297 -2.399 -2.032
H20 -4.308 -4.337 -0.887
H21 -3.121 -5.437 0.984
H22 -0.892 -4.645 1.675
H23 1.065 -5.070 -0.701
H24 2.275 -5.965 -2.644
H25 3.536 -4.446 -4.130
H26 3.541 -2.014 -3.694
H27 2.313 -1.102 -1.780
H28 0.253 -2.453 3.227
H29 1.380 -3.423 5.192
H30 3.367 -4.863 4.885
H31 4.194 -5.347 2.610
H32 3.072 -4.391 0.651

(4)
Molecular formula: C4H14NO
Method: DFT, ωB97M-V/def2-TZVPD

- energy above the lowest of the compared OMol25 structures with the same formula, charge and spin (kJ/mol) = 8.17
- maximum force (eV/A) = 1.3
- E (a.u.) = -290.57210
- total charge = +1
- gap between HOMO and LUMO (eV) = 12.84

Atoms and positions in Å:
C1 2.247 -0.865 -0.497
C2 0.928 -0.323 -0.006
C3 0.888 1.177 0.224
C4 -0.319 1.681 1.002
N1 -0.195 -0.660 -0.964
H1 3.013 -0.637 0.232
H2 2.517 -0.451 -1.464
H3 2.175 -1.947 -0.606
H4 0.609 -0.763 0.939
H5 1.800 1.474 0.748
H6 1.071 1.695 -0.733
H7 -0.154 2.658 1.451
H8 -1.210 1.752 0.376
H9 -0.506 1.001 1.840
H10 -1.113 -0.563 -0.495
H11 -0.170 -0.081 -1.805
H12 -0.130 -1.629 -1.284
H13 -2.981 0.036 0.698
H14 -3.444 -1.010 -0.326
O1 -2.768 -0.833 0.339

Question: What is the total charge in the second record?
Answer: 0